{"formula": "C8H3N2O4", "method": "ωB97M-V with the def2-TZVPD basis set", "mol_weight_g_mol": 191.12, "multiplicity": 3, "orbital_gap_ev": [5.19, 6.63], "homo_energy_ev": [-1.70, -5.93], "charge": -1, "max_force_ha_per_bohr": 0.099, "symbols": ["C", "C", "C", "C", "C", "C", "C", "C", "N", "N", "O", "O", "O", "O", "H", "H", "H"], "xyz": [[0.9185, -0.6973, 1.8077], [0.9961, 0.7144, 1.4668], [0.3212, -1.5669, 0.9400], [0.3602, 1.0894, 0.3525], [-0.2406, 0.2564, -0.5559], [-0.2380, -1.0625, -0.2619], [0.2285, 2.5368, -0.2829], [-0.9302, 1.1835, -1.6352], [-0.5317, 2.4629, -1.3836], [-0.7860, -2.0287, -1.1911], [0.6678, 3.5528, 0.2551], [-1.7460, 0.7629, -2.5056], [-1.9122, -2.4661, -1.0873], [0.0081, -2.4271, -2.0024], [1.2003, -1.0363, 2.8172], [1.3017, 1.4354, 2.1603], [0.3820, -2.7097, 1.1063]]}